No. 1
This record from the Open Molecules 2025 dataset describes a structure of composition C21H16BrCl5IrN3. The level of theory is ωB97M-V/def2-TZVPD.

Geometry (Å):
C 0.233 0.827 -4.192
H -3.567 -0.315 -0.940
C 3.464 2.454 -0.354
Cl 3.258 -4.129 1.054
H -1.822 -0.152 -7.313
C -1.253 0.135 -6.439
H 0.799 1.102 -3.309
C 0.837 0.801 -5.436
C -3.155 1.039 -2.555
C 1.726 3.901 -1.124
C -1.869 0.176 -5.199
C -1.769 0.568 -2.746
C -1.127 0.534 -4.075
H -3.021 2.495 -4.136
H -1.170 -1.196 3.369
Ir -0.059 0.134 -0.169
Cl 3.810 -3.553 -1.734
H 3.803 4.417 -1.165
H -5.286 3.389 -3.730
C 3.071 3.661 -0.911
C -3.639 2.075 -3.353
C 2.509 1.509 -0.074
C -5.212 1.016 -1.309
C -1.681 -0.806 2.498
H 4.501 2.242 -0.138
Br -1.008 3.287 -1.001
Cl -1.079 0.840 2.165
C -3.942 0.513 -1.528
H -2.755 -0.764 2.631
H 1.375 4.843 -1.518
C -4.908 2.582 -3.117
N -1.127 0.197 -1.713
Cl -1.303 -1.858 1.100
C 0.093 0.456 -6.558
H -6.679 2.457 -1.917
Cl 5.018 -1.931 0.348
C 0.814 2.911 -0.809
H 1.885 1.051 -5.537
H 0.566 0.438 -7.531
N 1.582 -1.219 -0.161
H 2.780 0.563 0.360
H -5.836 0.594 -0.533
C 2.463 -1.946 -0.150
H -2.915 -0.088 -5.099
N 1.194 1.712 -0.314
C -5.690 2.057 -2.098
C 3.611 -2.884 -0.130

Computed properties:
Total charge: +2
ΔE to the lowest compared entry with this formula, charge and spin in kJ/mol: 150.44
Calculated total energy in eV: -161982.389
LUMO energy (alpha / beta) in eV: -7.42 / -7.29
HOMO energy (alpha / beta) in hartree: -0.5321 / -0.5322

No. 2
This record from the Open Molecules 2025 dataset describes a cluster of 2 separate species, C3H9BS in total. The level of theory is ωB97M-V/def2-TZVPD.

Geometry (Å):
H 0.649 -2.526 -1.595
H 0.228 0.795 1.212
S -0.520 0.248 -1.559
C -2.247 2.386 0.239
H -1.640 2.210 -0.577
H 2.155 -1.849 -1.393
H 0.488 -0.918 1.473
C 1.205 -1.896 -0.884
H -3.335 2.298 0.208
C 0.902 -0.059 0.978
H 1.339 -2.559 0.012
H -1.699 2.386 1.169
B 0.570 -0.554 -0.452
H 1.904 0.039 1.168

Computed properties:
ΔE to the lowest compared entry with this formula, charge and spin in kJ/mol: 294.14
Calculated total energy in eV: -14765.829
LUMO energy (alpha / beta) in eV: -0.03 / -2.01
HOMO energy (alpha / beta) in hartree: -0.3612 / -0.3285

No. 3
This record from the Open Molecules 2025 dataset describes a cluster of 2 separate species, C11H24NO2S in total. The level of theory is ωB97M-V/def2-TZVPD.

Geometry (Å):
H -3.830 -2.765 3.237
C -1.755 1.132 0.113
C -0.227 1.045 0.137
H 1.144 2.477 -1.561
C 0.970 1.537 -2.085
H 3.470 3.472 -0.826
C -2.129 -2.884 0.330
H -2.003 2.899 0.932
H 3.140 -0.429 -0.989
H 4.350 0.882 1.650
H -5.026 -1.558 2.768
C -4.464 -2.897 1.166
O -2.288 1.992 1.096
H 3.143 2.180 -2.946
C -4.148 -2.105 2.428
H 1.023 -0.340 -0.955
H 0.182 2.041 0.349
C 4.793 1.106 0.680
H -3.542 -4.299 -0.223
H 0.065 0.388 0.957
C 3.729 1.571 -0.321
C 0.329 0.470 -1.178
H 5.317 0.210 0.343
H 4.517 0.256 -1.853
N -1.251 -2.188 0.070
C -3.275 -3.728 0.667
S 2.545 0.982 -2.798
H 0.351 1.747 -2.958
H -0.486 -0.001 -1.732
H 2.781 1.725 0.204
O 4.131 2.781 -0.959
H -5.291 -3.583 1.354
H -2.954 -4.439 1.431
H -2.140 0.141 0.340
H 5.530 1.899 0.797
H -3.353 -1.377 2.255
H -2.113 1.391 -0.895
H -4.788 -2.223 0.371
C 3.553 0.494 -1.395

Computed properties:
Total charge: +1
ΔE to the lowest compared entry with this formula, charge and spin in kJ/mol: 0.00
Calculated total energy in eV: -28209.070
LUMO energy in eV: -3.04
HOMO energy in hartree: -0.4787